No. 1
Density functional theory data (ωB97M-V with the def2-TZVPD basis set) for C38H53N7PrSSeSi as an isolated structure at a distorted geometry.

The geometry in XYZ format:
```
102
Properties=species:S:1:pos:R:3:lowdin_charge:R:1
Pr -0.16782 1.02046 -0.57293 0.539
C -3.60744 2.30329 -1.24113 -0.144
C -3.77697 0.92198 -1.83775 -0.118
C -2.89262 0.62388 -3.02448 -0.274
C -3.42958 0.08572 -4.18858 -0.007
C -2.66303 0.07735 -5.33687 -0.036
C -1.34816 0.55054 -5.32346 -0.011
C -0.87471 0.95391 -4.08180 -0.113
N -1.62248 0.98340 -2.98033 0.049
N -2.54919 2.38036 -0.17889 -0.193
C -2.25551 3.79895 -0.08483 -0.138
C -1.30624 4.26151 -1.14040 -0.255
C -1.34039 5.55066 -1.65990 0.000
C -0.41077 5.96552 -2.56192 -0.042
C 0.52455 5.06983 -3.02477 -0.007
C 0.51436 3.78476 -2.46497 -0.088
N -0.37427 3.42167 -1.54663 0.011
C -3.13071 1.87970 1.11612 -0.128
C -2.15997 1.85184 2.21742 -0.251
C -2.53872 2.22660 3.51533 0.011
C -1.64466 2.08107 4.57378 -0.032
C -0.37831 1.59983 4.31148 -0.021
C -0.02587 1.31645 2.98161 -0.109
N -0.89366 1.40301 1.97075 0.028
H -4.56800 2.61761 -0.75213 0.143
H -3.34298 3.04763 -2.00958 0.139
H -4.81302 0.83422 -2.19457 0.131
H -3.62951 0.16359 -1.07326 0.040
H -4.44192 -0.33000 -4.19827 0.127
H -3.14970 -0.29568 -6.25654 0.127
H -0.76872 0.57384 -6.19303 0.096
H 0.13249 1.28935 -3.92113 0.092
H -1.80138 4.00940 0.86391 0.135
H -3.18277 4.37246 -0.07060 0.140
H -2.12295 6.23944 -1.33522 0.131
H -0.48058 6.97423 -2.96909 0.128
H 1.24503 5.28175 -3.77342 0.108
H 1.26544 3.03062 -2.77086 0.116
H -3.41730 0.81891 0.95379 0.107
H -3.98460 2.47232 1.41546 0.132
H -3.54244 2.59011 3.74099 0.126
H -1.96544 2.38409 5.55910 0.119
H 0.39187 1.44415 5.06158 0.119
H 1.00796 1.08818 2.71641 0.114
C -0.45474 -3.30781 4.80006 -0.107
C 1.08921 -3.30100 4.62415 -0.219
C 1.54526 -2.17311 3.66242 -0.184
C 1.26560 -2.29248 2.17815 -0.176
N -0.10930 -1.94452 1.85664 0.043
C -0.89500 -2.38048 0.82918 -0.747
S -1.91141 -1.27574 0.02973 0.701
N -0.93086 -3.65234 0.42512 0.052
C -0.42336 -4.82466 1.12994 -0.177
C -1.41783 -5.92582 1.42873 -0.200
C -1.76455 -6.92846 0.27968 -0.236
C -2.62238 -6.26839 -0.83620 -0.099
H -0.71986 -4.05524 5.51255 0.054
H -1.07740 -3.48522 3.93092 0.046
H -0.86168 -2.36336 5.25890 0.087
H 1.37467 -4.31591 4.29756 0.109
H 1.56865 -3.14616 5.57742 0.098
H 2.65283 -2.04886 3.73070 0.130
H 1.12004 -1.27417 4.05543 0.082
H 1.55973 -3.25852 1.79620 0.121
H 1.86587 -1.54891 1.71045 0.087
H -0.31555 -0.99168 2.07071 0.068
H -1.32514 -3.82063 -0.46710 0.102
H -0.10347 -4.47510 2.11864 0.089
H 0.47791 -5.20766 0.61729 0.142
H -2.35007 -5.50662 1.84332 0.122
H -0.99331 -6.53304 2.23134 0.111
H -2.28923 -7.74501 0.79925 0.103
H -0.82573 -7.37115 -0.12564 0.114
H -3.35006 -5.56076 -0.43614 0.072
H -3.12578 -7.01859 -1.41942 0.063
H -1.89822 -5.74032 -1.47251 0.068
N 6.04541 4.27130 3.11348 0.159
C 5.19153 3.73761 2.57574 -0.183
C 4.06169 3.13770 1.90559 -0.243
C 4.08816 1.82250 1.49588 -0.026
C 2.98303 1.32940 0.80503 -0.171
C 1.87624 2.07834 0.42891 -0.299
C 1.94273 3.41253 0.83705 -0.134
C 2.97058 3.93604 1.59037 -0.035
H 4.93049 1.17956 1.67311 0.117
H 3.05170 0.31462 0.39878 0.049
H 1.13534 4.06225 0.54850 0.077
H 2.98188 4.99131 1.90183 0.127
C 3.87247 1.20043 -2.77301 -0.206
Si 3.35745 -0.57155 -2.71133 0.090
C 3.26335 -1.09182 -4.52813 -0.224
C 4.77125 -1.52726 -1.89755 -0.227
Se 1.44529 -1.16936 -1.65643 0.342
H 4.85358 1.29449 -3.22826 0.042
H 3.90708 1.68005 -1.79866 0.015
H 3.12509 1.76245 -3.34534 0.015
H 4.22638 -0.87054 -5.02153 0.041
H 2.40487 -0.63089 -4.99911 0.007
H 3.14395 -2.18110 -4.48837 0.027
H 5.73008 -1.34580 -2.39449 0.033
H 4.59973 -2.62652 -1.83358 0.039
H 4.80655 -1.17254 -0.86631 0.008
```

**HOMO energy (alpha / beta)**: -0.364 / -0.364 hartree
**Relative energy (zero: lowest compared OMol25 entry of this formula, charge and spin)**: 0.0 kJ/mol
**Net charge**: +1
**Spin multiplicity**: 3
**Lowest unoccupied orbital energy (alpha / beta)**: -2.5 / -2.5 eV

---

No. 2
Density functional theory data (ωB97M-V with the def2-TZVPD basis set) for C38H54Cl2IrN6O7PS3 as an isolated structure at a distorted geometry.

The geometry in XYZ format:
```
112
Properties=species:S:1:pos:R:3:lowdin_charge:R:1
Ir 0.05224 -0.42368 -0.26033 1.064
O 1.81433 3.34875 1.61499 -0.373
S 2.10458 2.74879 0.33080 0.476
O 2.03250 3.76145 -0.73550 -0.363
O 1.28502 1.60101 -0.04840 -0.554
C 3.83776 2.26814 0.26532 -0.219
C 4.76601 3.23973 -0.06427 -0.054
C 6.11218 2.91709 -0.13001 -0.079
C 6.52502 1.61616 0.11796 -0.081
C 5.58786 0.64407 0.42671 -0.051
C 4.24589 0.97745 0.50003 -0.220
S 3.06703 -0.16164 1.23171 0.416
O 2.35061 0.66921 2.16245 -0.384
O 3.88450 -1.19454 1.84749 -0.343
O 2.28893 -0.77341 0.13028 -0.539
H 4.40961 4.23834 -0.25768 0.110
H 6.84028 3.68474 -0.35160 0.098
H 7.57681 1.36764 0.08918 0.098
H 5.87166 -0.37256 0.65055 0.108
Cl 1.02651 -1.67936 2.88720 0.843
C -0.60265 -1.40976 3.42261 -0.553
C -1.12470 -2.14163 4.47132 -0.123
C -2.44500 -1.96387 4.86001 -0.094
C -3.25988 -1.09468 4.14660 -0.121
C -2.73830 -0.36901 3.09718 -0.580
Cl -3.79453 0.59199 2.13309 0.845
C -1.37686 -0.43731 2.73225 -0.446
N -0.81389 0.32719 1.75988 -0.456
H -0.49670 -2.86430 4.96759 0.101
H -2.85663 -2.53909 5.67444 0.096
H -4.30822 -1.00172 4.38409 0.100
C -1.48346 -3.48880 1.07473 -0.068
C -2.42601 -2.60221 0.34467 -0.412
C -3.77521 -2.86659 0.12562 -0.099
C -4.30580 -1.73266 -0.47926 -0.114
C -3.25516 -0.82668 -0.61015 -0.454
C -3.38182 0.57324 -1.10035 -0.095
N -2.10064 -1.37250 -0.13640 -0.017
H -1.57718 -4.52164 0.73870 0.075
H -1.71244 -3.46946 2.13988 0.066
H -0.46641 -3.13316 0.94121 0.011
H -4.28872 -3.76806 0.40359 0.082
H -5.32167 -1.56641 -0.78623 0.083
H -4.32161 1.00160 -0.75361 0.060
H -3.38382 0.61584 -2.19072 0.058
H -2.55926 1.17814 -0.72362 0.044
N 0.44372 4.94174 -2.59332 0.185
C -0.31722 4.39259 -3.55886 -0.512
O -0.79351 5.06847 -4.46897 0.015
C -0.57872 2.93506 -3.46996 -0.087
C -1.15786 2.29675 -4.58433 0.012
C -1.44409 0.95158 -4.49391 -0.045
C -1.15628 0.27439 -3.32017 -0.161
N -0.58957 0.86910 -2.25396 0.004
C -0.31983 2.16303 -2.33852 -0.058
H 0.65318 5.92116 -2.69552 0.110
H 0.99700 4.42305 -1.90784 0.034
H -1.37530 2.87922 -5.46672 0.116
H -1.89321 0.41741 -5.31837 0.106
H -1.41670 -0.76191 -3.19694 0.078
H 0.12784 2.60320 -1.46350 0.079
C 1.69703 -2.76507 -4.60726 -0.108
C 1.52334 -1.84589 -3.39758 -0.525
C 2.78315 -1.01422 -3.15296 -0.109
P 0.93592 -2.56001 -1.74971 1.102
C -0.30384 -3.93031 -2.16396 -0.503
C -1.46953 -3.36179 -2.96544 -0.116
C 0.18249 -5.24687 -2.76280 -0.104
C 2.44820 -3.43893 -1.05286 -0.513
C 3.29585 -4.35446 -1.93404 -0.100
C 2.05598 -4.15266 0.23718 -0.116
H 2.02242 -2.16444 -5.45783 0.077
H 0.76149 -3.24407 -4.87958 0.051
H 2.44137 -3.53685 -4.44272 0.055
H 0.72426 -1.14016 -3.65270 0.060
H 3.66028 -1.64766 -3.03102 0.070
H 2.66356 -0.41664 -2.25061 0.053
H 2.95974 -0.34413 -3.99615 0.082
H -0.70697 -4.16523 -1.17683 0.064
H -1.16795 -3.04289 -3.95932 0.062
H -1.89253 -2.51879 -2.42949 0.039
H -2.25042 -4.11336 -3.07088 0.084
H 0.75284 -5.11212 -3.67427 0.057
H -0.68443 -5.86473 -3.00011 0.077
H 0.78509 -5.79809 -2.04759 0.055
H 3.07392 -2.59188 -0.75669 0.077
H 2.76846 -5.25229 -2.23699 0.054
H 4.16759 -4.66286 -1.35631 0.080
H 3.65686 -3.84749 -2.82222 0.046
H 1.31706 -4.93409 0.07139 0.067
H 1.65419 -3.43026 0.93985 0.014
H 2.93273 -4.60271 0.69961 0.084
C -3.35115 2.76064 6.14278 -0.081
C -3.33654 2.70195 4.61925 -0.273
N -1.98315 2.46432 4.12652 0.023
C -1.66159 2.75752 2.81474 -0.537
S -0.44275 1.92226 1.85417 1.092
N -2.06518 3.97009 2.29074 0.004
C -1.83990 5.19705 3.04943 -0.250
C -0.52631 5.88380 2.69449 -0.067
H -4.36182 2.96944 6.49159 0.072
H -2.68973 3.54611 6.50330 0.069
H -3.02736 1.80806 6.55892 0.071
H -3.68608 3.64708 4.20328 0.107
H -4.02349 1.91503 4.28098 0.065
H -1.61924 1.56339 4.41154 0.123
H -1.72973 4.04991 1.33720 0.114
H -1.83874 4.93075 4.10619 0.103
H -2.67999 5.87527 2.85517 0.113
H 0.30206 5.18197 2.75913 0.067
H -0.35497 6.70607 3.38516 0.072
H -0.55470 6.27953 1.68222 0.077
```

**HOMO energy (alpha / beta)**: -0.148 / -0.148 hartree
**Relative energy (zero: lowest compared OMol25 entry of this formula, charge and spin)**: 0.0 kJ/mol
**Net charge**: -1
**Spin multiplicity**: 2
**Lowest unoccupied orbital energy (alpha / beta)**: 2.3 / 2.3 eV

---

| no. | M (g mol⁻¹) |
| --- | --- |
| 1 | 887.91 |
| 2 | 1097.18 |